A structure of composition C20H50LuNO2P2Si4Te. Source: the Open Molecules 2025 dataset; level of theory: ωB97M-V/def2-TZVPD.

```
81
Properties=species:S:1:pos:R:3:forces:R:3
Lu 0.108397 -0.321233 -1.814408 0.0 1.2 2.5
P 2.545876 -1.348647 -1.819899 0.7 -1.1 -0.8
C 2.609191 -1.712370 -3.647344 0.6 0.1 -0.3
C 1.281321 -1.968296 -4.349117 0.2 0.1 0.1
N 0.141489 -1.408595 -3.858713 0.0 -0.2 -0.2
C -1.042548 -1.624312 -4.497593 -0.2 0.1 0.1
C -1.113870 -2.422930 -5.627093 0.0 0.4 0.1
C 0.052357 -2.965532 -6.139672 0.1 0.0 0.0
C 1.263700 -2.729943 -5.507416 -0.1 -0.1 0.4
C -2.329410 -1.024283 -3.930420 -0.4 -0.1 0.0
P -2.140823 0.542287 -2.914932 -0.9 -0.3 -1.2
H 2.189651 -3.162110 -5.865518 -0.1 0.0 -0.1
H -2.075797 -2.576983 -6.101644 0.1 -0.1 0.0
H 0.018091 -3.572573 -7.030585 0.0 -0.1 -0.1
H -3.005821 -0.791357 -4.770590 0.2 -0.2 0.3
H -2.857456 -1.787298 -3.312779 0.3 0.4 -0.3
H 3.127613 -0.852807 -4.140149 -0.4 -0.5 0.3
H 3.270963 -2.588323 -3.793979 -0.3 0.4 -0.1
H 1.926340 3.716757 -4.507691 0.9 -0.5 -0.6
O 2.580995 3.201380 -5.042607 -1.1 0.8 0.2
H 2.608162 3.693286 -5.884142 0.1 -0.3 0.5
H -1.159994 4.558375 -2.337313 0.4 0.9 -0.6
O -0.869109 5.229070 -3.001383 -0.7 -0.6 1.0
H -1.292934 6.049930 -2.690396 0.3 -0.4 -0.3
C -2.233876 1.849104 -4.194530 0.1 0.0 0.3
H -3.197456 1.854130 -4.716958 0.1 -0.1 0.2
H -2.088541 2.808790 -3.686698 0.0 0.0 -0.3
H -1.431429 1.683545 -4.931503 -0.2 0.2 0.3
C -3.631079 0.630057 -1.856581 0.2 0.0 -0.1
H -3.514726 1.546898 -1.268995 -0.1 -0.2 0.1
H -4.562260 0.681734 -2.425811 0.2 0.0 -0.1
H -3.666700 -0.245226 -1.191121 0.1 0.3 -0.1
C 2.516290 -3.037347 -1.067695 0.1 0.4 0.0
H 3.418155 -3.610860 -1.316047 -0.2 0.2 0.0
H 2.466420 -2.894162 0.019775 0.0 -0.3 -0.2
H 1.632218 -3.591154 -1.426373 0.3 0.2 0.2
C 4.134919 -0.560641 -1.414949 -0.2 0.0 -0.2
H 4.099441 -0.312474 -0.351287 0.1 0.1 -0.2
H 4.993037 -1.210659 -1.612490 -0.2 0.0 0.0
H 4.227175 0.351831 -2.021654 0.0 -0.2 0.3
C -3.443837 0.546720 2.087552 -0.2 -0.4 -0.1
Si -2.037011 -0.661413 2.447256 0.2 0.6 0.2
C -2.286074 -1.425458 4.168951 0.0 -0.1 -0.2
C -1.980862 -2.023717 1.134273 -0.3 -0.4 0.1
Si -0.000830 0.514510 2.328047 -0.3 -0.5 1.1
Te 0.592851 1.751836 0.204299 -0.1 -0.8 -1.1
Si -0.167377 2.350904 3.793521 0.1 0.2 0.0
C -0.838907 1.910933 5.507343 0.0 0.0 -0.1
C 1.590310 3.039636 3.935673 -0.2 0.1 0.1
C -1.314930 3.615071 2.981838 0.1 0.1 0.2
Si 1.595416 -0.913159 3.354585 0.1 0.3 -0.1
C 1.554707 -0.811209 5.252197 0.0 0.0 -0.2
C 1.268311 -2.712659 2.866215 0.2 -0.1 0.1
C 3.275032 -0.332672 2.719133 0.2 -0.3 0.2
H -4.387949 -0.019246 2.034030 0.1 0.3 0.0
H -3.295512 1.069502 1.130668 0.0 -0.1 0.3
H -3.549541 1.300096 2.883158 0.1 -0.3 -0.3
H -3.241647 -1.976672 4.158665 0.3 0.1 0.1
H -1.492571 -2.137099 4.443264 -0.2 0.2 -0.1
H -2.344411 -0.666686 4.963751 0.0 -0.2 -0.3
H -1.824170 -1.613806 0.119391 -0.1 0.1 0.0
H -1.188524 -2.759396 1.332069 -0.2 0.2 0.0
H -2.944019 -2.558602 1.134984 0.3 0.0 -0.2
H -0.219672 1.173696 6.038288 -0.2 0.3 -0.2
H -0.843079 2.841916 6.098758 0.0 -0.3 -0.1
H -1.872049 1.533674 5.461361 0.3 0.2 0.0
H 2.006395 3.294529 2.948921 -0.1 0.0 0.3
H 1.538604 3.958611 4.541890 0.2 -0.2 -0.2
H 2.281139 2.340680 4.433207 -0.3 0.2 -0.1
H -0.966793 3.898748 1.977341 -0.1 0.0 0.3
H -2.348392 3.247012 2.898288 0.3 0.1 0.1
H -1.321883 4.516013 3.616575 -0.1 -0.2 -0.3
H 0.585147 -1.125400 5.669611 0.3 0.1 -0.1
H 2.326429 -1.492982 5.646249 -0.2 0.2 -0.1
H 1.785041 0.195740 5.631559 -0.1 -0.3 -0.2
H 1.175420 -2.844348 1.779596 0.1 0.0 0.2
H 2.110094 -3.328840 3.223235 -0.3 0.1 -0.2
H 0.348591 -3.107230 3.322481 0.3 0.1 -0.1
H 3.338841 -0.401021 1.624040 -0.1 0.0 0.2
H 3.479922 0.709570 3.006510 -0.1 -0.3 -0.1
H 4.059837 -0.974830 3.149503 -0.1 0.2 -0.2
```
Positions in Å, forces in eV/Å.

Summary:
* HOMO energy: -12.4 eV
* orbital gap: 0.2142 Eh
* charge: +2